1.
26
Properties=species:S:1:pos:R:3 method="wB97M-V/def2-TZVPD" spin_multiplicity=2 lumo_energy_ha="-0.100 / -0.101" e_homo_ev="-7.54 / -7.49" total_energy_ha=-11090.40608
S 0.63265 -1.71690 -1.80397
H 1.22805 -1.37790 3.04573
H 2.15125 1.48340 2.52673
Sb -3.55545 0.00000 0.81103
H -0.90015 -0.35820 3.13903
H -0.28095 1.12580 2.83443
H -1.21745 -0.40100 -5.66647
O -0.03635 -0.87160 -4.11487
N -0.14765 0.13080 2.65183
C 2.24245 0.40510 2.37523
Se -2.01345 -2.08850 0.73873
H 1.26945 -0.06010 4.24533
C -0.40135 0.06390 -5.11617
H 3.22525 0.08370 2.73323
C 1.14735 -0.29560 3.17973
H 2.58835 -0.71440 0.68343
H -0.72595 1.01220 -4.67927
C 0.36775 -0.47440 -2.92977
N 2.05925 0.11400 0.94773
S 0.67035 1.11410 -2.49317
Ir -0.18575 -0.33370 0.19233
H 0.44295 0.24070 -5.78577
Se -3.76935 0.74020 3.12333
H 2.41185 0.87780 0.37933
Se -5.47295 -0.18970 -0.67957
Se -1.73005 1.49020 -0.33807

***

2.
81
Properties=species:S:1:pos:R:3 method="wB97M-V/def2-TZVPD" spin_multiplicity=3 lumo_energy_ha="-0.430 / -0.388" charge=+3 e_homo_ev="-16.06 / -16.60" total_energy_ha=-5493.23044
H 2.32473 3.03956 -7.15378
V -0.47638 -0.35007 0.32896
C 2.43684 0.73520 0.69837
C -3.34983 -2.49330 -0.94928
H 3.12630 1.92968 4.60847
C -1.77991 -0.18474 3.78892
H -2.78275 -3.41364 -0.77913
H 0.72587 -0.36100 3.38233
H 2.24156 1.02287 -5.69415
P 0.59093 -2.64407 -0.14427
H 1.33323 -3.33408 2.08985
H -0.06508 1.18265 -0.65929
H -1.66623 2.14397 1.41622
H -2.49239 -1.42245 -3.62291
H -4.21652 0.35871 -0.85882
H -2.79367 -2.77313 3.39087
N 2.71506 0.20141 3.47198
C -3.89842 -0.32320 1.97425
H -2.81326 -3.13057 1.63881
H -0.99090 -0.78114 4.26509
C -0.88313 1.97650 -0.62554
H -0.90489 -4.16554 -1.38469
C 3.88840 0.38073 2.59286
C -1.63685 -1.47546 -2.93467
C -3.56004 0.15173 -1.71335
C 1.68107 -2.74090 -1.62955
H 1.38658 5.20977 -6.35466
H 2.71522 -2.77916 1.08956
H -4.01359 -2.31946 -0.09523
H -0.86176 -0.76026 -3.25329
H 1.83299 -1.32225 2.35622
C 3.18841 2.57681 2.03595
H 4.69264 0.84572 3.17767
N 2.00271 2.45279 2.90830
N 1.22317 0.56136 1.53945
H -3.97052 -2.62997 -1.84754
H 1.41541 1.38190 4.62470
H 0.02898 1.79119 2.80147
H 2.12376 -3.74595 -1.71573
P -2.23779 -1.04753 -1.25385
H 2.00289 -4.39102 0.81998
H -1.21751 -2.48915 -2.95723
H -0.34317 2.92054 -0.44607
C 1.34825 4.32732 -5.72043
C 1.30779 2.04110 -4.02573
H -1.26214 -3.06050 2.51698
H 0.30034 5.32489 -4.10746
C 1.84360 1.97840 -5.34700
C 0.72110 3.27518 -3.62492
C -1.79984 1.57537 0.49340
C 2.31281 1.51796 4.00341
H 2.48359 -1.99534 -1.54575
H -1.33802 2.01936 -1.62214
C -0.39309 -4.17890 -0.41547
C 0.75177 4.39005 -4.45260
H -4.36910 -0.48354 2.95385
H -2.86190 1.52922 0.23106
C -2.26544 -2.62063 2.43958
H 0.65000 2.62031 1.33580
H 0.29608 -5.03612 -0.40033
C 0.88274 1.88567 2.11617
N 3.58620 1.27555 1.46073
H 4.21745 -0.59579 2.21200
C 1.77464 -3.34726 1.08404
C 1.57439 -0.31176 2.68826
H -4.44352 -0.89463 1.21561
C 1.88348 3.10252 -6.16426
H -1.12535 -4.31044 0.39082
Se 1.41686 0.59861 -2.87750
H -4.16152 -0.29875 -2.51539
H -3.13452 1.09348 -2.07581
H 2.96911 3.27485 1.21702
H -2.68733 -0.25185 4.40603
H -3.97138 0.74161 1.73338
H -1.46636 0.86641 3.75074
H 1.10471 -2.51038 -2.53466
H 2.23532 1.44314 -0.11836
H 0.26057 3.32771 -2.63970
H 4.02605 2.95370 2.63704
H 2.74763 -0.22965 0.27060
P -2.13712 -0.82188 2.10375

***

3.
43
Properties=species:S:1:pos:R:3 method="wB97M-V/def2-TZVPD" lumo_energy_ha=-0.010 smiles="C=CCC=C.O.O.O.O.O.O.O.O.O.O" e_homo_ev=-9.63 total_energy_ha=-959.61709
H 0.20939 -0.45927 1.88109
H 2.50079 1.21670 -3.97565
H -4.39533 0.84576 -0.67954
H -0.36027 -2.38401 3.08819
H 1.28704 -1.67267 -1.74425
H 3.36167 0.81887 0.48299
H 3.06478 -1.35599 1.80504
H -0.23355 -2.51999 1.46493
H 0.90015 -3.03326 3.71104
H 0.99485 1.86070 2.06963
H -0.33134 3.22025 2.04715
H 1.02181 1.60513 -3.52403
O -3.46312 0.83126 -0.76643
C -1.10898 -1.04842 0.37233
H -1.87919 -0.67970 -0.28578
H -1.55207 -0.71662 -3.28328
H -0.20711 3.68432 -3.50441
H -2.38901 -1.83833 -2.47236
O 3.55759 -0.11702 0.53176
H -3.51048 -0.60449 1.54018
H 1.58822 1.00962 -0.55790
H 2.91531 -0.48338 -0.05722
H -3.21928 -0.06356 -1.07336
C -0.17937 -0.01796 0.96785
O 0.11799 3.12405 -2.75703
O 2.12640 -1.10562 -1.85018
O 2.11413 1.81638 -0.72539
H -1.88435 1.51808 1.11887
H 0.60718 0.19495 0.24569
H -4.31866 0.51725 2.22642
C -0.93979 -2.34211 0.67798
O -2.36040 -0.87788 -2.66783
H 1.40019 2.45364 -0.91137
O 1.59873 0.86379 -3.83139
O -3.94347 -0.34462 2.33921
C -0.83899 1.31307 1.36564
O -0.03524 -2.89198 3.81494
O 2.42480 -1.77709 2.40463
H -0.69992 2.78124 -2.34242
C 0.00228 2.19894 1.87395
H 2.04992 -0.42738 -2.55948
H -1.42334 -3.14097 0.16968
H 2.75301 -1.46668 3.29381

***

4.
14
Properties=species:S:1:pos:R:3 method="wB97M-V/def2-TZVPD" lumo_energy_ha=0.033 e_homo_ev=-7.65 total_energy_ha=-307.51613
H -0.75146 -0.36474 1.16973
H 1.65917 -1.39012 -0.01719
H -2.20977 0.37114 -0.69880
O -1.95496 -0.50848 1.40012
H 2.06725 0.89563 0.89148
C 1.21955 -0.54235 -0.54783
H 1.30689 -0.69419 -1.63012
H -2.25091 0.38242 1.66100
C 1.65216 0.87067 -0.12630
C -1.47549 -0.37304 -0.39599
O 0.29319 1.33643 -0.13210
C -0.14084 -0.03150 -0.10305
H -1.70391 -1.39950 -0.66798
H 2.28913 1.44764 -0.80297

***

5.
13
Properties=species:S:1:pos:R:3 method="wB97M-V/def2-TZVPD" lumo_energy_ha=0.037 smiles="O=CCCO.[H][H]" e_homo_ev=-10.16 total_energy_ha=-269.52284
C -0.69334 0.11516 -1.21013
H -1.68888 -0.19574 -1.58815
C -0.66868 0.64474 0.20280
H -1.01233 1.68790 0.13578
H 1.63438 -0.34666 -0.50787
O 0.27909 0.02908 -1.92982
H -0.56638 -2.30326 -0.05587
H 0.58400 0.47187 1.95785
C 0.72071 0.61247 0.88034
H 0.06726 -1.96029 0.13809
H 1.22655 1.57747 0.73638
H -1.42948 0.11188 0.78750
O 1.54711 -0.44460 0.45308

***

6.
52
Properties=species:S:1:pos:R:3 method="wB97M-V/def2-TZVPD" lumo_energy_ha=-0.093 charge=+1 e_homo_ev=-12.48 total_energy_ha=-1131.14558
H 0.36704 3.36839 1.36429
H 1.62798 -2.28021 1.30090
H 3.32600 0.46900 -0.26567
C -3.12266 -0.19146 0.38108
H 0.47536 -3.36402 1.56834
H -0.38609 2.85527 -2.80490
H -3.60222 -0.80366 -1.67270
H 3.38345 -2.93853 -1.66577
H -1.69883 3.73552 -0.15283
H -0.10692 1.93621 1.75533
H -3.62649 -1.66329 3.50930
C -0.48888 -1.71742 -1.94661
H -0.69810 -2.62463 -1.38889
O -0.28855 -0.09933 2.66502
O 0.69354 -2.49333 1.23219
H 0.94427 -1.36678 -0.68328
H -0.03225 -0.96741 2.34860
H -2.82196 4.10503 -1.00790
H 2.95885 0.95655 -3.35215
O -0.19336 2.63428 1.10119
C -3.18834 -1.11745 1.56377
H 1.08070 2.65477 -2.96172
H -4.06172 0.34283 0.32456
O 0.77273 -1.14032 -1.58839
O -2.11991 3.44836 -0.98069
H -0.37957 -1.96749 -2.99616
H 4.12775 -2.11737 1.02299
H 1.38356 2.32373 3.31132
H 4.42844 -1.75700 -1.44534
N -0.77822 0.56572 -1.03267
H 2.44120 2.37335 2.13711
C -2.82285 -0.98508 -0.93421
O 2.98646 0.95384 -2.37638
O 1.91932 2.88957 2.75553
O 0.26523 2.14212 -2.90215
C -1.52329 -0.56716 -1.69670
O 2.40059 0.41437 0.00018
H -4.39104 -0.09065 3.05337
H -2.56710 -1.99673 1.38848
H -1.36322 1.40412 -1.02103
H 2.75137 0.01022 -2.39227
H -0.41024 0.32729 -0.12987
H -2.34624 0.55641 0.48444
H -2.83409 -2.03939 -0.70157
H 3.92234 -1.29138 2.38470
C -3.76954 -0.91794 2.73144
H -1.93878 -0.08951 -2.58204
H 2.47431 -0.46558 0.40727
H -0.02004 0.86644 -1.67828
H -0.95418 -0.11576 3.34000
O 4.22381 -2.67709 -1.28249
O 3.58036 -1.48740 1.51125

***

7.
28
Properties=species:S:1:pos:R:3 method="wB97M-V/def2-TZVPD" lumo_energy_ha="-0.030 / -0.022" e_homo_ev="-8.55 / -7.31" total_energy_ha=-1180.06556
C -0.54776 1.72808 0.68214
C 1.96585 -2.33404 0.52210
H -0.34636 2.61979 0.07596
N 1.80421 1.18583 -1.08022
H 0.12479 1.01221 2.44337
H -1.76908 -0.55357 -1.64252
H -0.10216 -0.76859 1.48422
C 0.08171 -0.79668 0.40044
P 2.52637 0.30374 0.16314
H 1.53160 -3.08188 -0.14793
H 1.90998 2.18397 -0.94492
N 1.49453 -1.02568 0.13283
H 0.02550 1.56974 -2.08683
H -2.64159 -1.20622 0.60841
H -2.22056 1.12107 -1.33308
C 0.46108 0.78793 -1.46007
H -1.60140 1.80623 1.00680
H 0.55871 -0.11791 -2.07059
H -0.44009 -1.67377 -0.00232
H -3.10346 0.46910 0.92041
S 4.41365 -0.08089 -0.11565
H 3.05162 -2.36306 0.42205
C -0.46865 0.47433 -0.27088
C -1.86988 0.20123 -0.85650
C -2.92686 -0.26720 0.13957
N 0.26610 1.81454 1.83340
H -3.87312 -0.42316 -0.37630
H 1.69529 -2.58515 1.55297

***

Copy entry 5 word for word.
13
Properties=species:S:1:pos:R:3 method="wB97M-V/def2-TZVPD" lumo_energy_ha=0.037 smiles="O=CCCO.[H][H]" e_homo_ev=-10.16 total_energy_ha=-269.52284
C -0.69334 0.11516 -1.21013
H -1.68888 -0.19574 -1.58815
C -0.66868 0.64474 0.20280
H -1.01233 1.68790 0.13578
H 1.63438 -0.34666 -0.50787
O 0.27909 0.02908 -1.92982
H -0.56638 -2.30326 -0.05587
H 0.58400 0.47187 1.95785
C 0.72071 0.61247 0.88034
H 0.06726 -1.96029 0.13809
H 1.22655 1.57747 0.73638
H -1.42948 0.11188 0.78750
O 1.54711 -0.44460 0.45308

***

Please write out number 4 again, unchanged.
14
Properties=species:S:1:pos:R:3 method="wB97M-V/def2-TZVPD" lumo_energy_ha=0.033 e_homo_ev=-7.65 total_energy_ha=-307.51613
H -0.75146 -0.36474 1.16973
H 1.65917 -1.39012 -0.01719
H -2.20977 0.37114 -0.69880
O -1.95496 -0.50848 1.40012
H 2.06725 0.89563 0.89148
C 1.21955 -0.54235 -0.54783
H 1.30689 -0.69419 -1.63012
H -2.25091 0.38242 1.66100
C 1.65216 0.87067 -0.12630
C -1.47549 -0.37304 -0.39599
O 0.29319 1.33643 -0.13210
C -0.14084 -0.03150 -0.10305
H -1.70391 -1.39950 -0.66798
H 2.28913 1.44764 -0.80297